Record 1
DFT (ωB97M-V with the def2-TZVPD basis set) results for a structure of composition C30H85N13O19Zr in a non-equilibrium geometry.

Each line ends with the Löwdin charge.
Geometry (Å):
Zr 1.2657 -25.8093 -30.0052  2.222
O 1.3071 -28.2014 -30.5558  -0.116
O -0.2938 -24.2316 -29.7656  -0.161
O -2.3587 -26.0653 -30.2979  -0.133
O -6.8908 -25.4725 -32.7043  -0.181
O -0.1562 -26.9818 -28.9907  -0.192
O 1.1426 -25.1638 -27.8096  -0.160
O -5.1176 -28.2795 -23.6982  -0.066
O -0.1731 -26.2394 -31.5747  -0.147
O -4.9856 -27.5847 -26.7928  0.085
O -4.0613 -25.7064 -22.5144  -0.148
O -2.7228 -27.6919 -32.3967  -0.060
O -3.1407 -34.4272 -26.1671  -0.176
O -7.6859 -26.6917 -28.4044  -0.048
O 2.7968 -26.9509 -28.7694  -0.156
O -2.5334 -28.3776 -25.3995  0.087
O -1.0605 -24.4684 -26.4894  -0.014
O 1.5030 -32.9794 -27.5631  -0.176
O -6.7191 -31.9772 -25.5217  -0.204
O 1.6638 -26.5930 -25.4735  -0.020
N -0.6623 -21.9912 -29.6073  0.217
N -1.5512 -26.7866 -21.7683  0.059
N -3.3455 -31.1891 -24.3882  0.075
N 1.7964 -30.1446 -31.6628  0.202
N -2.0632 -22.6327 -25.6828  0.174
N -7.4519 -23.1064 -31.2189  0.054
N -2.3081 -23.3728 -30.3531  0.250
N -7.8975 -28.4039 -25.4020  0.053
N 2.6801 -27.1797 -23.5188  0.184
N -0.2619 -29.3028 -31.8347  0.209
N 0.6260 -28.0149 -24.0347  0.193
N 2.1497 -29.3314 -27.2371  0.054
N -3.2829 -24.1336 -26.8857  0.226
C -6.8632 -30.6424 -25.1782  -0.242
C -7.9971 -29.8269 -25.7926  -0.386
C -6.3600 -24.0280 -30.7995  -0.435
C 1.2774 -31.5938 -27.5282  -0.216
C -7.6379 -32.8811 -24.9478  -0.082
C -1.2908 -27.2323 -28.4569  -0.242
C -2.6018 -27.9435 -26.5544  -0.277
C -1.7319 -25.3698 -21.9875  -0.402
C -2.5314 -26.6636 -29.2066  -0.296
C -3.8478 -27.3718 -27.2274  -0.315
C -6.6248 -25.4868 -31.2817  -0.164
C -0.3957 -24.7223 -22.3969  -0.066
C -4.0772 -35.2972 -26.8027  -0.096
C -2.7112 -32.2861 -25.1784  -0.421
C 3.0642 -31.0726 -25.7952  -0.033
C -1.5640 -32.7646 -24.3042  -0.075
C -2.1008 -23.7803 -26.4191  -0.647
C -8.1689 -29.8431 -27.3414  -0.056
C 0.9628 -29.1742 -31.2596  -0.588
C -5.6819 -25.1715 -33.4080  -0.095
C -5.0588 -25.4422 -23.4987  -0.141
C -1.0834 -23.2405 -29.8741  -0.570
C 1.6629 -27.2323 -24.4104  -0.667
C -1.4119 -27.9518 -27.3105  0.064
C -3.7533 -33.3552 -25.4686  -0.219
C -3.7392 -26.7309 -28.4952  0.002
C 2.0442 -33.4491 -28.7865  -0.079
C -6.0868 -23.9416 -29.3112  -0.069
C 2.5534 -30.7505 -27.2256  -0.362
C -2.8323 -25.2093 -23.0623  -0.209
H -8.9434 -29.1320 -27.6246  0.070
H -4.1921 -33.6995 -24.5242  0.143
H -6.8918 -24.4666 -28.7858  0.071
H 1.6737 -25.5895 -27.0972  0.057
H -1.1102 -25.9748 -31.6992  0.093
H 0.4655 -24.6225 -27.3318  0.055
H -5.1034 -24.3157 -29.0286  0.038
H 2.1166 -29.0862 -26.2512  0.055
H -2.8797 -24.1519 -23.3487  0.104
H -1.1529 -33.6706 -24.7691  0.072
H -4.5783 -32.8794 -26.0082  0.107
H -7.2467 -33.8641 -25.2094  0.087
H -0.9507 -28.5683 -31.7656  0.064
H 3.7595 -26.8390 -28.7621  0.113
H -5.7496 -26.1139 -31.0786  0.107
H -3.4268 -25.0490 -27.2953  0.067
H -1.1499 -22.3198 -25.4057  0.109
H -8.6413 -32.7170 -25.3485  0.087
H -5.9729 -30.1824 -25.6300  0.111
H 0.4151 -31.4584 -26.8679  0.129
H 0.7926 -28.4478 -23.1408  0.112
H -6.7847 -30.3902 -24.1149  0.130
H -8.9194 -30.2737 -25.4090  0.133
H -8.1932 -23.2978 -30.5454  0.078
H -0.4941 -30.2026 -32.2097  0.124
H -3.5902 -35.7084 -27.6825  0.084
H -1.0088 -27.0874 -22.5735  0.033
H -0.2148 -28.2450 -24.5500  0.096
H 1.5576 -30.8202 -32.3639  0.124
H -0.4229 -23.6348 -22.5177  0.068
H 0.1705 -26.3803 -32.4763  0.130
H -5.6256 -24.0773 -33.4726  0.086
H 1.1745 -29.2442 -27.4949  0.047
H -5.0488 -24.4016 -23.8494  0.070
H -2.9494 -28.5877 -32.1224  0.058
H 0.4082 -24.9572 -21.6959  0.071
H 3.8159 -30.3068 -25.5844  0.080
H 3.5019 -26.6632 -23.7758  0.115
H 0.8065 -31.2638 -28.4714  0.108
H 1.9908 -34.5340 -28.7655  0.100
H -8.5301 -30.8647 -27.4994  0.072
H -2.7705 -25.8221 -23.9717  0.114
H -5.0992 -26.0352 -24.4183  0.059
H 3.0811 -33.0978 -28.8176  0.084
H -7.3574 -29.6546 -28.0464  0.068
H -2.8532 -22.1561 -25.2854  0.109
H -7.6519 -27.8512 -26.2119  0.033
H -8.8159 -28.0322 -25.1869  0.085
H -3.0079 -22.6565 -30.4180  0.142
H -2.3818 -31.9123 -26.1566  0.128
H -4.6339 -28.2039 -24.5271  -0.020
H -4.4400 -36.1119 -26.1682  0.086
H -2.1952 -24.8224 -21.1645  0.147
H 3.5080 -32.0657 -25.8299  0.089
H -4.8183 -25.7084 -33.0246  0.076
H 3.3435 -30.9245 -27.9550  0.127
H -6.8570 -27.1420 -28.1922  0.010
H -5.8591 -25.3027 -34.4785  0.095
H -7.4207 -25.9398 -30.6920  0.099
H -6.2277 -22.9285 -28.9253  0.084
H -7.6747 -32.8268 -23.8552  0.098
H -4.0511 -23.5017 -26.7406  0.121
H -3.0886 -30.3406 -24.8866  0.027
H -5.5629 -23.5380 -31.3684  0.104
H -0.5577 -28.4871 -26.9394  0.104
H 2.3372 -31.0058 -24.9861  0.085
H -1.3261 -21.2458 -29.4849  0.131
H -6.0385 -28.4060 -23.9640  0.001
H -4.6626 -26.4193 -28.9635  0.098
H -6.0653 -25.5393 -23.0906  0.095
H 2.6970 -30.2681 -31.2263  0.127
H -5.0297 -34.8210 -27.0544  0.079
H 0.2936 -21.8402 -29.3354  0.125
H -0.7883 -32.0206 -24.1185  0.058
H -7.7618 -23.4997 -32.1053  0.068
H 2.6009 -27.5087 -22.5738  0.113
H -1.8147 -33.1764 -23.3246  0.083
H -4.3080 -31.3135 -24.7133  0.037
H -7.7836 -26.8009 -29.3556  0.017
H -0.9775 -26.9865 -20.9562  0.077
H -2.8441 -27.1438 -31.5937  0.002
H -2.4141 -24.3747 -30.5233  0.079
H 2.6250 -27.7900 -28.2290  0.069
H 0.0121 -25.0692 -23.3529  0.054
H 1.4533 -33.0135 -29.5996  0.078

Computed properties:
Total charge = +2
Multiplicity = 1
Strongest force on any atom = 0.1980 hartree/bohr
DFT total energy = -3382.01321 Ha
Kohn-Sham gap = 0.1237 Eh
HOMO energy = -11.8 eV



Record 2
DFT (ωB97M-V with the def2-TZVPD basis set) results for a structure of composition C61H122O33PS10 in a non-equilibrium geometry.

Each line ends with the Löwdin charge.
Geometry (Å):
S 11.4651 -6.5083 3.9951  0.736
S -10.5593 -6.8700 -2.5449  0.700
S -0.2185 -3.4298 12.8864  0.730
S 8.1813 11.5041 0.8100  0.692
S 6.7338 0.3904 6.5643  0.668
S -12.1250 1.4436 0.2639  0.723
S 1.1564 -7.1831 -0.6141  0.619
S -2.2580 6.9501 -9.1262  0.762
S 8.9545 6.3298 -6.6875  0.708
S -9.2530 -1.6668 -9.9939  0.740
P 1.4498 1.0150 -0.1751  1.053
O -10.7246 1.1707 0.6075  -0.312
O 8.1404 6.2030 -5.3073  -0.195
O 9.6205 11.8400 0.9188  -0.301
O -1.0830 -2.8212 14.2110  -0.254
O 2.5391 -8.0758 -0.7131  -0.259
O -1.4743 6.3842 -8.0212  -0.262
O -11.4997 -8.2582 -2.8979  -0.258
O 1.1553 -6.0619 -1.4796  -0.285
O -8.3285 -2.7627 -10.2307  -0.234
O -8.7127 -0.3080 -10.2309  -0.267
O 11.3943 -6.5039 2.4815  -0.338
O 8.7357 7.6605 -7.2606  -0.234
O 7.1714 0.6549 5.1905  -0.314
O 0.8654 -6.9652 0.7867  -0.291
O -2.5918 8.3790 -9.1180  -0.260
O 1.1128 -2.7392 12.7473  -0.324
O 5.7145 1.2644 7.0952  -0.294
O 10.3846 6.2442 -5.9030  -0.181
O 10.4298 -7.1537 4.7775  -0.321
O -11.1279 -5.7350 -3.1956  -0.285
O 7.6443 11.9894 -0.6776  -0.247
O -1.2371 -3.4063 11.8662  -0.294
O -13.2974 0.8244 0.8822  -0.303
O 12.9276 -7.2423 4.3844  -0.275
O -1.5521 6.5229 -10.6197  -0.225
O 6.2786 -1.2239 6.5426  -0.275
O -12.3700 3.1296 0.4456  -0.314
O 8.9584 5.1080 -7.4555  -0.226
O 7.7913 10.1135 0.9411  -0.300
O -9.1468 -7.2708 -2.7334  -0.312
O -10.0956 -1.7497 -8.6149  -0.171
O -10.6005 -1.8064 -10.9786  -0.185
O -3.6342 6.0797 -9.4435  -0.222
C 1.8495 2.7746 0.0733  -0.268
C 2.9038 -1.4691 -9.1797  -0.123
C 2.9840 -0.0262 -0.2293  -0.238
C -11.4089 -1.2558 -8.8812  -0.184
C -12.8420 4.9551 1.7074  -0.067
C 4.2336 0.6974 -0.9083  -0.266
C -2.4029 -0.9928 13.5184  -0.079
C 5.6947 -1.9118 7.6248  -0.293
C 5.4099 -0.1830 -0.9882  -0.277
C -11.7530 -1.7989 -10.2491  -0.243
C -3.8047 5.7821 -10.8422  -0.168
C -5.5244 5.4069 1.3992  -0.098
C 13.1861 -7.7254 5.7091  -0.284
C -11.2724 -8.9832 -4.0455  -0.334
C -0.6795 1.0532 -2.0811  -0.244
C 7.9257 13.2087 -1.1944  -0.340
C 10.2972 6.9872 -4.7572  -0.226
C -4.3725 -7.4729 6.8919  -0.084
C -2.4206 5.6541 -11.4030  -0.163
C -4.8972 -7.7952 5.6407  -0.107
C 0.7162 3.6124 -0.4566  -0.240
C -6.0248 -8.6123 5.5458  -0.089
C -0.1418 0.1318 3.7414  -0.271
C 6.2085 -3.3444 7.6548  -0.072
C 4.6913 -0.0878 -9.9667  -0.114
C -3.0002 -0.0047 -2.8182  -0.085
C 14.1286 -8.9299 5.6979  -0.070
C -1.1423 -1.4767 14.2344  -0.353
C -12.2263 3.5609 1.7909  -0.284
C -1.0166 1.3683 4.0778  -0.078
C 2.6404 -0.2774 -11.2116  -0.067
C 4.1393 -0.8919 -8.9751  -0.093
C 0.8135 0.3038 2.6004  -0.260
C 0.9468 5.1510 -0.2333  -0.223
C -6.0478 -8.9706 7.9002  -0.113
C -0.0701 -8.4361 -1.1567  -0.111
C 0.8124 0.7540 -1.8934  -0.254
C -1.5475 -0.1967 -2.3042  -0.269
C 3.9704 0.2528 -11.0731  -0.080
C -12.2643 -8.7710 -5.1761  -0.062
C 0.2370 0.3510 1.1217  -0.199
C 7.1092 12.4830 1.9323  -0.090
C -5.3637 7.3417 0.0475  -0.119
C 4.7428 -7.5119 -1.2657  -0.061
C -10.9620 -6.7351 -0.7871  -0.123
C 8.9592 6.4532 -4.1989  -0.177
C 6.7368 0.3395 -1.6679  -0.075
C 11.6545 -4.6363 4.6139  -0.052
C -5.7830 4.6400 0.2197  -0.077
C 0.0370 -5.1742 13.3875  -0.098
C -5.9946 5.2855 -1.0339  -0.073
C 7.5193 13.5045 -2.6539  -0.052
C 3.3760 -7.8686 -1.8607  -0.284
C 2.2158 5.8494 -0.7797  -0.114
C -5.7896 6.6749 -1.0629  -0.110
C -6.5065 -9.3069 6.6686  -0.112
C 8.2129 0.3677 7.6680  -0.087
C -4.9521 -8.0819 8.0622  -0.064
C 2.1235 -1.1304 -10.2418  -0.116
C -12.3808 1.5800 -1.5931  -0.096
C -5.2316 6.7648 1.3269  -0.090
H 7.7585 14.4985 -3.0317  0.079
H -1.0525 2.0015 3.1913  0.062
H -4.9668 7.4305 2.1351  0.099
H -12.8616 2.9633 2.4446  0.113
H -0.6889 1.4764 -3.0855  0.119
H 7.2649 1.1606 -1.1832  0.075
H -3.5661 -0.9054 -3.0557  0.077
H 3.4068 -0.2966 0.7383  0.094
H 12.0123 -4.0183 3.7904  0.057
H -2.9286 0.6240 -3.7058  0.074
H -5.8157 7.2520 -1.9754  0.101
H 11.0334 6.8666 -3.9625  0.137
H -5.8331 3.5644 0.3026  0.086
H 0.0897 5.6663 -0.6667  0.107
H 6.4434 13.3707 -2.7665  0.074
H 5.7072 0.2536 -9.8334  0.102
H 14.1934 -9.2330 6.7429  0.075
H 10.6135 -4.4363 4.8678  0.044
H -0.2189 3.3058 0.0120  0.100
H -4.6067 -7.7215 9.0199  0.088
H -6.5131 -9.4215 8.7643  0.098
H 7.4151 -0.5136 -1.6861  0.067
H -5.5930 4.9808 2.3892  0.091
H -13.5030 5.1543 0.8638  0.081
H -6.6209 -8.6896 4.6485  0.096
H 1.5267 1.3808 -2.4273  0.094
H 0.4255 -0.0963 4.6437  0.112
H -12.4750 0.6056 -2.0725  0.062
H -7.4388 -9.8520 6.6767  0.101
H -13.3604 5.1786 2.6398  0.077
H 3.1406 -6.9834 -2.4515  0.102
H -12.1937 -1.6102 -8.2130  0.136
H -11.1603 3.5252 2.0154  0.119
H 9.0897 0.2161 7.0384  0.070
H 12.2041 -4.6568 5.5550  0.050
H 8.0926 -0.3781 8.4538  0.059
H -11.5763 2.1557 -2.0509  0.066
H 10.3184 8.0566 -4.9669  0.127
H 2.6416 2.9843 -0.6455  0.094
H -1.4302 -1.2455 15.2600  0.125
H -4.2288 4.7791 -10.8890  0.135
H -3.2272 -1.6360 13.8266  0.082
H 3.9285 0.9063 -1.9336  0.109
H 4.4865 -6.8246 -0.4595  0.087
H -10.2353 -8.8910 -4.3681  0.112
H -0.8572 -5.7057 13.0617  0.068
H 4.7023 -1.0542 -8.0679  0.097
H -2.6592 -0.0082 13.9093  0.073
H 6.8373 13.3391 1.3149  0.045
H -1.9845 0.9224 4.3066  0.071
H 1.4241 1.1712 2.8511  0.105
H 5.8695 -3.8375 8.5658  0.080
H -12.0023 -2.8554 -10.1508  0.131
H 2.4547 -2.2287 -8.5570  0.100
H 3.3701 -8.7012 -2.5642  0.123
H -4.7187 -7.1036 4.8306  0.094
H 4.6154 -1.9222 7.4726  0.123
H 8.0001 12.9414 -3.4538  0.074
H -1.0896 -0.8767 -3.0226  0.109
H 8.3522 7.1211 -3.5876  0.137
H 12.2240 -7.8484 6.2063  0.107
H -2.3533 6.0994 -12.3956  0.134
H 0.7196 3.5116 -1.5419  0.114
H -1.0811 -8.0300 -1.1240  0.073
H 3.1240 5.7020 -0.1954  0.070
H 5.4654 -7.1322 -1.9882  0.080
H 4.4016 0.9009 -11.8217  0.099
H -0.5261 1.1223 1.0170  0.067
H -1.6247 -0.6829 -1.3317  0.095
H -1.0331 1.6818 -1.2637  0.089
H 0.1872 -9.4029 -0.7240  0.070
H 5.7970 -0.3736 0.0127  0.109
H 7.6869 12.7672 2.8120  0.073
H 2.2420 2.7365 1.0895  0.108
H 0.2802 -5.3573 14.4342  0.074
H -12.0521 5.6754 1.4946  0.073
H 7.2916 -3.4199 7.5590  0.078
H -13.3558 2.0555 -1.6998  0.062
H -13.2976 -8.9734 -4.8940  0.077
H 1.5163 -0.5263 2.6720  0.106
H 6.6098 0.4561 -2.7442  0.066
H 7.4653 13.9452 -0.5359  0.103
H 0.8958 -5.4671 12.7837  0.064
H 15.1700 -8.6716 5.5061  0.081
H -11.5773 -0.1789 -8.8768  0.133
H -0.7418 1.8329 5.0248  0.076
H -12.0396 -6.6803 -0.6323  0.071
H -10.7501 -7.6662 -0.2617  0.067
H 8.9788 13.4765 -1.1089  0.118
H -12.3227 -7.7107 -5.4219  0.070
H -4.4553 6.5562 -11.2492  0.137
H 5.0144 -1.1499 -1.2995  0.114
H 13.7728 -9.8539 5.2421  0.082
H 1.1567 -1.5997 -10.3493  0.102
H -1.9695 4.6639 -11.3392  0.132
H 8.1343 1.3434 8.1474  0.065
H 5.9190 -1.4943 8.6064  0.116
H -0.7069 -0.7755 3.5281  0.109
H -11.2316 -10.0074 -3.6748  0.122
H 2.6687 -0.9311 -0.7488  0.090
H -2.4216 -0.9463 12.4295  0.070
H -0.2190 -1.0254 13.8710  0.115
H 0.0618 -8.7408 -2.1949  0.061
H -3.6766 -6.6689 7.0803  0.091
H 2.0569 -0.0263 -12.0850  0.093
H -6.3426 4.7802 -1.9227  0.094
H 5.1440 -8.4774 -0.9576  0.078
H -12.5376 -1.2826 -10.8023  0.144
H 4.4751 1.5826 -0.3199  0.112
H -3.4669 0.4870 -1.9647  0.071
H -5.1797 8.4012 0.1468  0.097
H 0.9628 -0.2938 -2.1535  0.096
H 2.0474 6.9246 -0.8395  0.074
H 9.2500 5.5565 -3.6517  0.129
H -12.0450 -9.1176 -6.1860  0.079
H 1.0473 5.4653 0.8056  0.105
H 5.8358 -4.0258 6.8900  0.076
H 13.7822 -7.0571 6.3305  0.110
H -10.4594 -5.9454 -0.2286  0.076
H -0.1496 -0.6367 0.8708  0.100
H 6.1900 11.9774 2.2280  0.073
H 2.4633 5.6368 -1.8197  0.069

Computed properties:
Total charge = +1
Multiplicity = 1
Strongest force on any atom = 0.1050 hartree/bohr
DFT total energy = -9202.85844 Ha
Kohn-Sham gap = 0.3110 Eh
HOMO energy = -10.1 eV